[1]
{
  "formula": "C4H2BrNOS",
  "method": "ωB97M-V with the def2-TZVPD basis set",
  "elements": ["C", "C", "C", "C", "N", "O", "S", "Br", "H", "H"],
  "coordinates": [[1.254, 1.434, -0.374], [0.173, 1.672, -1.330], [0.002, -0.306, -0.043], [-1.209, -2.203, 1.409], [1.076, 0.262, 0.283], [-2.371, -2.079, 1.462], [-1.055, 0.462, -1.167], [0.058, -3.525, 2.039], [2.195, 1.924, -0.218], [-0.123, 2.358, -2.060]],
  "e_above_lowest_kj_mol": 382.2,
  "orbital_gap_ev": [7.813, 7.985]
}



[2]
{
  "formula": "C5H8O",
  "method": "ωB97M-V with the def2-TZVPD basis set",
  "elements": ["C", "C", "C", "C", "C", "O", "H", "H", "H", "H", "H", "H", "H", "H"],
  "coordinates": [[1.668, -0.579, 0.245], [0.557, 0.381, -0.137], [-0.576, -0.067, -1.139], [-1.633, 0.336, -0.097], [-0.592, 0.555, 0.818], [-0.793, 0.363, 2.072], [2.225, -0.202, 1.109], [1.260, -1.560, 0.511], [2.371, -0.712, -0.584], [0.950, 1.356, -0.449], [-0.594, 0.505, -2.071], [-0.530, -1.139, -1.360], [-2.555, 0.887, -0.247], [-1.759, -0.125, 1.329]],
  "e_above_lowest_kj_mol": 413.6,
  "orbital_gap_ev": 9.559
}



[3]
{
  "formula": "CH2BrP",
  "method": "ωB97M-V with the def2-TZVPD basis set",
  "elements": ["C", "P", "Br", "H", "H"],
  "coordinates": [[-0.835, 0.030, 0.079], [0.795, -0.974, 0.052], [2.321, 0.616, -0.010], [-1.466, -0.784, -0.038], [-0.815, 1.112, -0.083]],
  "e_above_lowest_kj_mol": 87.4,
  "orbital_gap_ev": [8.244, 8.244]
}



[4]
{
  "formula": "C4H10Cl2NP",
  "method": "ωB97M-V with the def2-TZVPD basis set",
  "elements": ["C", "C", "C", "C", "N", "P", "Cl", "Cl", "H", "H", "H", "H", "H", "H", "H", "H", "H", "H"],
  "coordinates": [[1.269, -0.070, 1.246], [0.315, -0.001, 0.088], [0.632, -1.044, -1.015], [0.559, 1.330, -0.616], [-1.090, -0.302, 0.500], [-2.348, 0.108, -0.527], [-3.682, -1.275, -0.096], [-3.155, 1.595, 0.697], [1.029, 0.672, 1.952], [1.269, -1.035, 1.727], [2.183, 0.060, 0.909], [-0.243, -1.046, -1.580], [0.697, -2.070, -0.508], [1.551, -0.736, -1.504], [0.183, 1.348, -1.587], [0.309, 2.172, -0.037], [1.597, 1.437, -0.629], [-1.075, -1.143, 0.980]],
  "e_above_lowest_kj_mol": 25.3,
  "orbital_gap_ev": 9.903
}



[5]
{
  "formula": "C8H13K3N2O9S",
  "method": "ωB97M-V with the def2-TZVPD basis set",
  "elements": ["K", "K", "K", "O", "C", "O", "O", "H", "C", "N", "O", "O", "H", "H", "H", "C", "C", "O", "S", "O", "O", "O", "H", "H", "H", "H", "N", "C", "C", "C", "C", "H", "H", "H", "H", "H"],
  "coordinates": [[-8.240, 20.088, -1.898], [-3.020, 17.477, 1.175], [-6.017, 15.322, 2.631], [-5.938, 16.010, -1.756], [-6.284, 16.849, -0.752], [-7.295, 17.579, -0.943], [-5.599, 16.836, 0.305], [-6.692, 16.250, -2.345], [-5.977, 17.455, -6.481], [-6.941, 16.925, -5.473], [-8.099, 16.772, -5.765], [-6.522, 16.678, -4.339], [-6.424, 18.229, -7.102], [-5.645, 16.651, -7.132], [-5.178, 17.937, -5.926], [-4.701, 11.309, -1.969], [-5.254, 12.668, -1.638], [-6.441, 12.789, -2.421], [-6.445, 11.928, -3.779], [-6.029, 12.726, -4.894], [-7.613, 11.091, -3.901], [-5.203, 11.022, -3.276], [-5.017, 10.565, -1.234], [-3.620, 11.194, -2.009], [-4.611, 13.461, -2.027], [-5.505, 12.804, -0.588], [-3.159, 16.402, -2.565], [-1.847, 15.972, -2.603], [-0.966, 17.017, -2.509], [-1.787, 18.154, -2.368], [-3.097, 17.777, -2.470], [-4.042, 15.949, -2.734], [-1.712, 14.903, -2.677], [0.110, 17.046, -2.523], [-1.497, 19.195, -2.337], [-3.975, 18.402, -2.419]],
  "charge": 2,
  "e_above_lowest_kj_mol": 0.0,
  "orbital_gap_ev": 6.610
}



[6]
{
  "formula": "C3H4N2OS",
  "method": "ωB97M-V with the def2-TZVPD basis set",
  "elements": ["C", "C", "C", "N", "N", "O", "S", "H", "H", "H", "H"],
  "coordinates": [[0.486, -1.448, -0.006], [0.627, 0.798, 0.404], [-1.404, -0.115, -0.085], [-0.806, -1.318, 0.055], [1.525, 1.648, -0.171], [-0.663, 0.995, 0.071], [-3.119, 0.165, -0.160], [0.862, -2.405, 0.405], [-1.365, -2.175, 0.289], [2.469, 1.405, 0.097], [1.388, 2.449, -0.901]],
  "e_above_lowest_kj_mol": 535.4,
  "orbital_gap_ev": [7.073, 7.074]
}



Number 1: energy -3255.66714 Eh. Number 2: energy -270.40036 Eh. Number 3: energy -2954.60562 Eh. Number 4: energy -1474.93226 Eh. Number 5: energy -3296.80458 Eh. Number 6: energy -699.46821 Eh.